ORCA calculation (ωB97M-V/def2-TZVPD) on a structure of composition C33H29N3O3PbSSi.

The gap between HOMO and LUMO comes out at 7.359 eV. The value obtained for the HOMO energy is -7.611 eV. Its spin multiplicity is 1. Its LUMO energy is -0.2524 eV. Its relative energy (zero: lowest compared OMol25 entry of this formula, charge and spin) is 4.9 kcal/mol.

```
71
Properties=species:S:1:pos:R:3:forces:R:3
Pb -0.14253 0.23785 -0.57193 -0.1 0.1 0.1
S 3.87666 1.14672 2.48214 0.1 0.0 -0.1
Si -2.59459 2.70267 -4.43979 0.0 -0.1 0.0
O -1.01340 1.59722 0.93323 -0.1 0.0 0.1
O -0.21051 -1.67101 -1.61088 -0.1 -0.2 0.2
O 0.84734 -3.80767 -3.17786 0.1 0.0 -0.1
N -1.25885 -0.98055 0.93255 0.1 0.0 -0.2
N -1.92492 -0.28933 1.91957 0.0 0.0 -0.1
N 1.58661 0.16107 1.82443 0.0 -0.1 0.1
C -1.74978 0.99982 1.81019 0.1 0.2 0.2
C 0.41355 -5.23372 -1.41837 0.0 -0.1 0.1
C -0.15177 -2.89505 -1.12634 0.0 0.3 0.0
C -0.62806 -3.22656 0.15514 -0.1 0.0 0.2
C 0.78243 -2.57565 -3.88547 0.0 0.0 -0.1
C 2.69089 0.59870 1.32398 0.1 0.0 0.0
C 1.93683 0.48519 5.96426 0.0 0.0 0.0
C -1.24926 1.21596 -2.13574 -0.2 0.0 -0.1
C 4.52893 0.92268 -1.95267 0.0 0.0 0.0
C -4.36656 2.16041 -4.54935 -0.2 -0.1 0.0
C 2.97036 0.66788 -0.12533 0.0 0.0 0.0
C -1.21956 -2.25839 1.04245 -0.1 -0.2 0.2
C -2.63089 3.20626 2.52634 0.0 0.1 0.0
C 1.60823 0.21814 3.21925 0.0 0.0 -0.2
C -2.45777 1.85464 2.80327 0.1 0.1 -0.1
C -3.77458 3.49298 4.62248 0.0 0.0 0.0
C 0.75541 -0.04720 5.43488 0.0 0.0 0.0
C -0.05149 -5.54929 -0.13872 0.0 0.0 -0.1
C -1.80026 1.81070 -3.03988 0.2 -0.1 0.2
C 1.94746 0.56022 -1.05825 -0.3 0.0 0.2
C 0.36480 -3.94914 -1.91627 0.0 0.0 -0.1
C -2.94229 1.32412 3.99492 0.0 0.0 0.0
C -3.59479 2.14333 4.90303 0.0 0.0 0.0
C 4.27017 0.84744 -0.59338 0.1 0.0 0.1
C 0.58383 -0.19291 4.07326 -0.1 0.0 0.0
C 2.19101 0.63244 -2.41947 0.2 0.1 0.0
C -0.57816 -4.54899 0.63493 0.0 0.0 0.1
C 2.78801 0.73744 3.76021 0.0 0.0 0.0
C -2.48335 4.52829 -4.12793 0.0 0.2 0.1
C -3.29549 4.02273 3.43122 0.0 -0.1 0.0
C 2.96839 0.87667 5.13464 0.0 0.0 0.0
C -1.66105 2.23824 -5.97896 0.1 0.0 -0.2
C 3.49268 0.81777 -2.86965 0.0 0.0 0.0
H -3.96837 1.72982 5.83180 0.0 0.0 0.0
H -1.71000 -2.65216 1.93239 0.0 0.0 0.0
H 5.54517 1.06469 -2.29768 0.0 0.0 0.0
H -1.66567 1.15382 -6.11832 0.0 0.1 0.0
H 0.00005 -6.56676 0.22361 0.0 0.0 0.0
H -4.90144 2.40132 -3.62676 0.0 0.0 -0.1
H 1.44115 -1.82735 -3.44647 0.0 0.0 0.0
H -2.97102 5.08392 -4.93409 0.0 0.0 0.0
H -4.43260 1.08044 -4.70556 0.0 0.1 0.0
H -0.95284 -4.75949 1.63099 0.0 0.0 -0.1
H 2.04586 0.58939 7.03639 0.0 0.0 0.0
H -0.04035 -0.34654 6.10533 0.0 0.0 0.0
H 3.88819 1.28023 5.53847 0.0 0.0 0.0
H 1.37401 0.56249 -3.13119 0.0 0.0 0.1
H -0.62058 2.56830 -5.91586 -0.1 0.0 0.0
H 0.82512 -6.00105 -2.06355 0.0 0.0 0.0
H -0.32619 -0.60931 3.66203 0.0 0.1 0.0
H -2.24181 3.60352 1.59804 0.0 0.0 0.0
H 1.12317 -2.81545 -4.88917 0.0 0.0 -0.1
H -2.11156 2.69824 -6.86393 0.0 0.0 0.0
H 3.69248 0.88471 -3.93195 0.0 0.0 0.0
H -0.23056 -2.17852 -3.92567 0.0 0.0 0.0
H 5.08887 0.91163 0.11521 0.0 0.0 -0.1
H -1.44185 4.85498 -4.06921 -0.1 0.0 0.0
H -3.44056 5.07230 3.20792 0.0 0.0 0.0
H -4.28535 4.13157 5.33380 0.0 0.0 0.0
H -2.97421 4.79223 -3.18737 0.0 0.0 -0.1
H -4.87548 2.65858 -5.37938 0.0 0.0 0.0
H -2.80510 0.27019 4.19642 0.0 0.0 0.0
```
Forces are in eV/Å.

***

ORCA calculation (ωB97M-V/def2-TZVPD) on a structure of composition C33H29N5O2ReS in a non-equilibrium geometry.

The total charge is +2. The gap between HOMO and LUMO (spin up / spin down) comes out at 5.611 / 5.999 eV. The value obtained for the HOMO energy (spin up / spin down) is -13.458 / -13.500 eV. Its spin multiplicity is 4. Its LUMO energy (spin up / spin down) is -7.8471 / -7.5008 eV.

```
71
Properties=species:S:1:pos:R:3:forces:R:3
Re -0.25005 -0.45772 -0.35777 0.9 0.1 0.8
S -1.98372 2.72366 1.22569 0.0 0.1 0.2
O -0.30037 0.50793 -1.89365 -0.2 0.1 -0.6
O -1.65458 1.67883 0.15851 -0.4 -0.1 -0.2
N 2.03335 0.69290 -0.11264 -0.2 -0.2 -0.3
N 1.84182 1.73465 2.06032 0.0 0.2 0.0
N -0.16881 -0.87121 1.52816 -0.3 -0.5 -0.1
N -1.31759 -2.21544 -0.46589 -0.1 0.1 0.0
N -1.56104 -2.76078 1.90127 -0.1 0.0 -0.1
C 1.80077 0.46511 2.85629 0.1 0.0 -0.1
C -0.84711 -1.79539 2.34558 0.0 0.2 -0.1
C 0.38228 0.15230 2.34834 0.1 0.0 0.1
C -5.13876 2.42260 3.69477 0.0 0.0 0.0
C -4.11710 2.93638 2.90453 0.0 0.1 0.0
C -0.07143 -0.08715 3.75260 0.1 -0.3 0.1
C 1.04094 -1.04749 6.36553 0.1 0.1 -0.1
C -1.61986 -2.58882 -1.75255 0.1 0.1 0.0
C 2.75735 0.48256 -1.22810 -0.1 -0.1 0.1
C 1.88630 -0.11514 5.51209 -0.1 0.0 0.0
C -0.86584 1.37023 -2.91972 -0.1 0.1 -0.1
C 0.38834 1.58178 1.77038 0.2 0.0 0.0
C -0.64767 2.38032 2.42980 -0.1 0.1 -0.1
C 4.01046 1.01496 -1.42959 0.1 0.0 0.0
C -4.56982 0.18596 2.99157 0.0 0.0 0.0
C 2.56796 1.48400 0.84911 -0.2 -0.1 0.0
C 3.81800 2.05971 0.70864 0.1 0.0 0.0
C -0.09036 1.22094 4.51260 -0.2 0.3 -0.1
C -2.95026 -4.40495 -1.00670 0.0 0.0 0.0
C -2.63100 -4.07040 0.28285 0.0 -0.1 0.0
C -0.55769 -2.27982 4.81300 0.0 -0.2 0.1
C -2.41192 -3.64929 -2.05571 -0.1 -0.2 0.0
C -1.80193 -2.97690 0.57308 0.1 0.1 -0.1
C -0.79558 2.29677 3.74697 0.0 -0.1 0.2
C 0.06746 -1.93151 6.08836 -0.1 -0.1 0.0
C -1.87021 0.59651 -3.74589 0.1 -0.2 0.1
C 4.55122 1.82278 -0.44078 0.0 0.0 0.1
C -3.55722 0.68852 2.19002 0.0 -0.1 0.1
C 0.26045 1.96335 -3.73408 0.2 -0.1 0.1
C 1.22045 0.48075 4.29272 0.0 -0.1 0.0
C -5.35382 1.05269 3.74818 0.0 0.0 0.0
C -3.33201 2.05608 2.17761 0.0 0.1 -0.1
C -0.59969 -1.45538 3.76264 0.0 0.4 -0.1
H -1.37904 2.16096 -2.37735 0.0 0.0 0.3
H 2.30462 -0.14353 -1.98759 0.0 0.0 0.0
H 0.76383 1.19053 -4.31940 0.0 0.0 0.0
H 0.23864 1.63568 0.69855 0.1 0.1 0.1
H 4.54551 0.80481 -2.34485 0.0 0.0 0.0
H -0.24316 -2.55133 6.92198 0.0 0.0 0.0
H -6.14645 0.65755 4.37042 0.0 0.0 0.0
H 1.37800 -1.06739 7.39678 0.0 0.0 0.0
H -2.60573 0.10400 -3.10591 0.0 0.1 0.0
H -1.19236 -1.98179 -2.53840 0.0 0.1 0.0
H 2.27334 0.67608 6.15515 0.0 0.0 0.0
H -5.77330 3.09608 4.25609 0.0 0.0 0.0
H -2.96596 0.03466 1.55947 0.0 0.0 0.1
H -0.15167 2.70176 -4.42072 0.0 0.0 0.0
H 2.64278 -0.21332 2.73091 0.0 0.0 0.0
H -3.60569 -5.24134 -1.21168 0.0 0.0 0.0
H -0.97158 -3.27880 4.71395 0.1 0.0 0.0
H -0.39975 1.15181 5.54745 0.1 0.0 0.0
H 0.99112 2.45783 -3.09250 0.0 0.0 0.0
H 4.17876 2.70151 1.49978 0.0 0.0 0.0
H -3.00040 -4.62758 1.13136 0.0 0.0 0.0
H 2.76394 -0.68948 5.19457 0.0 0.0 0.0
H -3.94174 4.00622 2.85383 0.0 -0.1 0.0
H -2.40094 1.28480 -4.40262 0.0 0.0 0.0
H -2.61647 -3.88298 -3.09098 0.0 0.0 0.0
H 5.52744 2.27290 -0.56723 0.0 0.0 0.0
H -1.36780 -0.14945 -4.36748 0.0 0.0 0.0
H -4.75107 -0.88112 3.02415 0.0 0.0 0.0
H -1.59658 2.80509 4.27286 0.0 -0.1 0.0
```
Forces are in eV/Å.